The following is a quantum chemistry calculation of a 2-piece molecular cluster, C5H10N overall at a distorted geometry, from the Open Molecules 2025 dataset.

Each line ends with the natural charge from an NBO analysis.
Cartesian coordinates (Å):
C  0.4240  2.1616  -0.1644  -0.654
C  0.9203  1.0580  0.7252  -0.517
C  0.2270  -0.3033  0.6532  0.013
C  0.1641  -1.0483  -0.5068  0.391
N  -0.5498  -1.4677  -1.4299  -0.288
C  -0.4620  -2.4737  -0.2852  -0.141
H  -0.5125  2.7009  0.1414  0.273
H  1.1919  2.9765  -0.3164  0.308
H  0.2619  1.8552  -1.2574  0.230
H  2.0394  0.8736  0.3840  0.370
H  0.8298  1.4811  1.7545  0.303
H  0.1457  -0.8729  1.6094  0.335
H  -1.6832  0.3567  0.7056  0.337
H  -1.5419  -1.3339  -1.6704  0.490
H  -0.1062  -3.3672  -0.7164  0.285
H  -1.3485  -2.5965  0.3736  0.264

Forces on atoms 1 to 2 (eV/Å):
C -0.6 1.7 -3.7
C 0.5 -1.1 1.3

Computed properties:
DFT total energy   -250.18289 hartree
Orbital gap (alpha / beta)   7.27 / 6.43 eV
⟨S²⟩   0.7750
Strongest force on any atom   0.117 hartree/bohr
Highest occupied orbital energy (alpha / beta)   -0.7669 / -0.7651 Eh
ΔE to the lowest compared entry with this formula, charge and spin   171.7 kcal/mol
Spin multiplicity   2
Net charge   +2